# 1
Molecular formula: C22H26Cl3GeN2O5SSiZn
Method: DFT, ωB97M-V/def2-TZVPD

Each line ends with the Löwdin spin population.
Atoms and positions in Å:
Zn1 1.429 0.769 -0.463  0.013
O1 3.242 1.255 0.782  0.003
C1 2.973 1.830 2.047  0.000
C2 1.508 1.694 2.378  0.003
C3 1.036 1.682 3.681  0.011
C4 -0.330 1.601 3.894  0.005
C5 -1.187 1.531 2.808  0.004
C6 -0.637 1.521 1.540  0.012
N1 0.681 1.613 1.341  0.013
H1 3.918 1.786 0.315  0.000
H2 3.227 2.896 2.042  0.000
H3 3.568 1.342 2.824  0.000
H4 1.735 1.722 4.506  0.002
H5 -0.722 1.581 4.904  0.001
H6 -2.258 1.450 2.931  0.000
H7 -1.243 1.428 0.649  0.002
O2 3.044 0.186 -1.720  -0.001
S1 2.271 0.468 -2.966  0.001
O3 3.097 0.581 -4.135  0.001
O4 1.421 1.650 -2.641  0.001
O5 1.272 -0.686 -3.124  0.014
N2 -0.080 -0.374 -0.992  0.267
C7 -0.536 -1.173 -0.023  0.165
C8 0.314 -1.582 1.083  0.065
C9 -0.170 -1.840 2.394  0.053
C10 0.684 -2.025 3.458  0.015
C11 2.077 -1.981 3.290  0.097
C12 2.574 -1.786 2.007  0.006
C13 1.725 -1.605 0.927  0.080
C14 -1.945 -1.641 0.018  0.023
C15 -2.999 -0.786 -0.322  0.030
C16 -4.317 -1.215 -0.293  0.002
C17 -4.626 -2.519 0.073  0.041
C18 -3.591 -3.386 0.411  0.000
C19 -2.276 -2.954 0.384  0.033
H8 -1.238 -1.837 2.573  0.002
H9 0.264 -2.183 4.446  -0.001
H10 2.744 -2.111 4.134  0.009
H11 3.645 -1.775 1.832  -0.002
H12 2.150 -1.538 -0.069  0.004
H13 -2.767 0.225 -0.623  0.001
H14 -5.109 -0.524 -0.562  -0.001
H15 -5.655 -2.860 0.084  0.004
H16 -3.813 -4.412 0.684  -0.001
H17 -1.474 -3.640 0.631  0.002
Cl1 4.747 3.741 -0.287  0.000
Ge1 2.493 4.379 -0.594  0.000
Cl2 2.851 6.045 -2.094  0.000
Cl3 2.417 5.729 1.306  0.000
C20 -1.360 -1.954 -3.016  0.001
Si1 -0.529 -0.245 -2.898  0.012
C21 -0.533 0.155 -4.802  0.000
C22 -1.686 1.268 -2.551  0.005
H18 -1.221 -2.339 -4.030  0.000
H19 -2.435 -1.911 -2.814  0.000
H20 -0.922 -2.670 -2.317  0.000
H21 -1.576 0.265 -5.134  0.000
H22 -0.064 -0.640 -5.390  0.000
H23 -0.015 1.094 -5.020  0.000
H24 -2.730 0.933 -2.583  0.000
H25 -1.561 2.026 -3.327  0.000
H26 -1.503 1.744 -1.584  0.003

Properties
2S+1: 2
Net charge: -2
<S²>: 0.768
Largest force on an atom in eV/A: 0.57
HOMO-LUMO gap (alpha / beta) in hartree: 0.1548 / 0.2520

---

# 2
Molecular formula: C22H26Cl3GeN2O5SSiZn
Method: DFT, ωB97M-V/def2-TZVPD

Each line ends with the Löwdin spin population.
Atoms and positions in Å:
Zn1 -1.048 -0.479 -1.325  0.013
O1 -1.061 -2.499 -2.267  0.003
C1 0.044 -3.319 -1.938  0.001
C2 1.158 -2.509 -1.328  0.002
C3 2.328 -3.120 -0.893  0.008
C4 3.307 -2.338 -0.321  0.001
C5 3.098 -0.970 -0.194  0.003
C6 1.910 -0.443 -0.650  0.006
N1 0.963 -1.203 -1.215  0.009
H1 -1.201 -2.519 -3.230  0.000
H2 0.422 -3.828 -2.827  0.000
H3 -0.281 -4.063 -1.206  0.001
H4 2.453 -4.186 -1.023  0.001
H5 4.230 -2.786 0.027  0.000
H6 3.834 -0.322 0.262  0.000
H7 1.675 0.608 -0.555  0.001
O2 -3.204 -0.640 -1.631  0.000
S1 -3.148 0.755 -2.144  0.001
O3 -4.246 1.118 -2.994  0.001
O4 -1.792 0.883 -2.774  0.002
O5 -3.118 1.667 -0.914  0.010
N2 -0.935 0.850 0.156  0.271
C7 -0.371 0.380 1.275  0.173
C8 -0.442 -1.046 1.564  0.059
C9 0.574 -1.759 2.250  0.050
C10 0.563 -3.134 2.332  0.014
C11 -0.466 -3.888 1.753  0.087
C12 -1.492 -3.210 1.105  0.004
C13 -1.489 -1.826 1.011  0.069
C14 0.409 1.212 2.209  0.028
C15 1.202 2.278 1.755  0.039
C16 1.942 3.057 2.628  0.002
C17 1.916 2.812 3.996  0.055
C18 1.126 1.768 4.471  0.002
C19 0.389 0.988 3.598  0.040
H8 1.408 -1.212 2.672  0.002
H9 1.382 -3.638 2.834  -0.001
H10 -0.464 -4.970 1.814  0.008
H11 -2.315 -3.760 0.662  -0.002
H12 -2.330 -1.324 0.546  0.004
H13 1.222 2.493 0.697  0.002
H14 2.544 3.868 2.233  -0.001
H15 2.489 3.427 4.680  0.005
H16 1.075 1.570 5.536  -0.001
H17 -0.238 0.194 3.987  0.002
Cl1 -0.560 -3.224 -5.415  0.000
Ge1 1.389 -1.933 -5.239  0.000
Cl2 2.000 -1.993 -7.451  0.000
Cl3 2.742 -3.709 -4.602  0.000
C20 -1.950 3.151 1.477  0.002
Si1 -1.647 2.596 -0.324  0.014
C21 -2.543 4.170 -1.095  0.000
C22 -0.045 3.073 -1.283  0.005
H18 -2.864 3.748 1.515  0.000
H19 -1.129 3.779 1.837  0.000
H20 -2.046 2.314 2.170  0.000
H21 -1.985 5.089 -0.866  0.000
H22 -3.560 4.284 -0.706  0.000
H23 -2.615 4.088 -2.185  0.000
H24 0.385 3.963 -0.805  0.000
H25 -0.321 3.360 -2.299  0.000
H26 0.727 2.305 -1.356  0.002

Properties
2S+1: 2
Net charge: -2
<S²>: 0.768
Largest force on an atom in eV/A: 0.22
HOMO-LUMO gap (alpha / beta) in hartree: 0.1614 / 0.2556

---

# 3
Molecular formula: C22H26ClMnN4O3S
Method: DFT, ωB97M-V/def2-TZVPD

Each line ends with the Löwdin spin population.
Atoms and positions in Å:
Mn1 0.145 0.645 0.388  3.386
N1 1.922 -2.731 1.113  -0.004
C1 2.275 -1.474 1.344  0.000
S1 2.282 -0.378 0.001  -0.048
N2 2.611 -1.134 2.579  -0.006
C2 3.088 0.127 3.080  0.001
C3 3.962 0.932 2.366  0.001
C4 4.375 2.136 2.918  -0.001
C5 3.938 2.527 4.178  -0.002
C6 3.097 1.692 4.900  0.001
C7 2.673 0.490 4.353  0.000
H1 1.561 -2.960 0.202  0.000
H2 1.911 -3.438 1.832  0.000
H3 2.399 -1.808 3.300  0.000
H4 4.326 0.626 1.396  0.001
H5 5.061 2.763 2.362  0.000
H6 4.264 3.469 4.600  0.000
H7 2.768 1.971 5.893  0.000
H8 2.022 -0.167 4.921  0.000
C8 -5.246 2.370 -0.181  0.000
N3 -4.076 1.497 -0.375  -0.001
C9 -4.168 0.406 -1.192  0.004
C10 -3.149 -0.446 -1.414  -0.001
C11 -1.928 -0.145 -0.743  0.008
O1 -0.837 -0.779 -0.843  0.046
N4 -1.855 0.934 0.079  -0.020
C12 -2.889 1.817 0.299  0.002
O2 -2.809 2.791 1.018  0.005
H9 -6.118 1.764 0.055  0.000
H10 -5.438 2.953 -1.080  0.000
H11 -5.036 3.042 0.641  0.000
H12 -5.133 0.273 -1.666  0.000
H13 -3.231 -1.300 -2.067  0.000
C13 -1.344 1.000 3.512  0.005
C14 -1.235 -0.293 2.735  0.012
C15 -1.058 -1.493 3.637  -0.007
O3 -0.085 -0.289 1.857  0.022
H14 -2.216 0.978 4.169  0.001
H15 -1.446 1.861 2.851  0.000
H16 -0.449 1.132 4.131  0.000
H17 -2.135 -0.444 2.142  0.002
H18 -0.232 -1.331 4.338  0.000
H19 -0.862 -2.395 3.048  0.000
H20 -1.971 -1.654 4.215  -0.001
Cl1 0.399 2.128 -1.558  -0.014
C16 -0.081 3.530 -0.576  -0.021
C17 -0.783 4.557 -1.157  0.004
C18 -1.198 5.590 -0.327  -0.029
C19 -0.914 5.553 1.032  0.004
C20 -0.207 4.488 1.581  -0.032
C21 0.238 3.450 0.770  -0.018
C22 1.062 2.305 1.246  -0.283
H21 -1.015 4.554 -2.216  0.001
H22 -1.761 6.414 -0.746  -0.002
H23 -1.251 6.359 1.673  0.001
H24 0.013 4.461 2.643  -0.001
H25 1.124 2.186 2.322  -0.009
H26 2.049 2.308 0.800  -0.006

Properties
2S+1: 4
Net charge: +1
<S²>: 4.152
Largest force on an atom in eV/A: 0.83
HOMO-LUMO gap (alpha / beta) in hartree: 0.2623 / 0.3119

---

# 4
Molecular formula: C22H26ClN3O4
Method: DFT, ωB97M-V/def2-TZVPD

Each line ends with the Mulliken charge.
Atoms and positions in Å:
O1 2.523 2.779 3.807  -0.652
O2 -1.743 -4.062 -5.890  -0.648
O3 -0.302 -1.274 -2.450  -0.683
Cl1 0.158 3.967 -4.677  -0.230
O4 -0.063 -1.844 7.487  -0.398
C1 1.935 1.871 3.235  0.495
C2 -2.211 -2.999 -6.268  0.730
C3 -1.157 -1.612 -3.262  0.047
C4 1.557 2.004 1.834  -0.615
C5 1.678 3.176 1.111  -0.427
C6 3.006 0.261 7.273  -0.857
C7 0.437 2.469 -2.415  -0.214
C8 1.100 4.780 -2.245  -0.415
C9 2.045 -0.594 7.822  -0.295
C10 0.785 2.267 -1.078  -0.914
C11 1.447 4.583 -0.904  -0.639
C12 2.869 0.711 5.957  -0.379
C13 0.839 -0.563 5.739  -0.380
C14 0.592 3.724 -3.005  0.164
C15 0.944 -1.014 7.054  0.263
C16 1.294 3.325 -0.300  1.212
C17 1.776 0.309 5.182  0.503
N1 1.569 0.691 3.857  -0.098
N2 -2.359 -1.929 -2.758  -0.129
N3 -1.866 -1.820 -5.753  -0.170
C18 -0.095 -2.199 8.875  -0.813
C19 -3.245 -2.978 -7.369  -1.235
C20 -3.567 -2.449 -3.396  -0.767
C21 -0.025 -0.360 -5.201  -1.665
C22 -0.787 -1.627 -4.778  0.673
H1 1.153 1.118 1.366  0.214
H2 2.082 4.047 1.622  0.403
H3 3.857 0.582 7.866  0.359
H4 0.051 1.640 -2.998  0.301
H5 1.225 5.756 -2.704  0.400
H6 2.178 -0.921 8.846  0.360
H7 0.651 1.268 -0.677  0.412
H8 1.841 5.418 -0.332  0.350
H9 3.626 1.369 5.544  0.382
H10 -0.013 -0.895 5.159  0.340
H11 0.951 0.098 3.319  0.211
H12 -2.387 -1.848 -1.753  0.287
H13 -2.307 -0.996 -6.124  0.268
H14 -0.137 -1.306 9.507  0.352
H15 0.785 -2.791 9.146  0.324
H16 -0.986 -2.801 9.077  0.238
H17 -4.185 -2.592 -6.981  0.310
H18 -2.888 -2.351 -8.184  0.345
H19 -3.391 -3.995 -7.733  0.337
H20 -4.335 -2.622 -2.640  0.347
H21 -3.953 -1.736 -4.125  0.237
H22 -3.351 -3.402 -3.883  0.253
H23 0.858 -0.233 -4.572  0.389
H24 0.304 -0.451 -6.237  0.424
H25 -0.665 0.517 -5.098  0.447
H26 -0.095 -2.464 -4.890  0.250

Properties
Net charge: 0
Largest force on an atom in eV/A: 2.61
HOMO-LUMO gap in hartree: 0.2946